Record 1
Entry from the Open Molecules 2025 dataset: a molecular structure, C32H26CrO5 at a distorted geometry (wB97M-V/def2-TZVPD).

```
! wB97M-V def2-TZVPD RIJCOSX def2/J DEFGRID3
* xyz 1 4
O 4.895 0.936 1.109
C 4.603 0.870 -0.015
Cr 4.129 0.413 -1.792
C 2.729 -0.595 -0.978
O 1.929 -1.311 -0.540
C 5.036 -1.226 -1.439
O 5.449 -2.233 -1.027
C 5.526 1.385 -3.166
C 4.777 2.377 -2.517
C 3.382 2.291 -2.484
C 2.707 1.238 -3.139
C 1.304 1.000 -2.829
C 0.279 0.663 -2.261
C -0.975 0.379 -1.735
C -1.387 -1.011 -1.803
C -0.566 -1.900 -2.553
C -0.857 -3.257 -2.623
C -1.956 -3.771 -1.924
C -2.827 -2.893 -1.263
C -2.589 -1.519 -1.267
C -1.823 1.539 -1.522
C -1.528 2.728 -2.243
C -2.373 3.829 -2.186
C -3.537 3.784 -1.411
C -3.840 2.624 -0.684
C -2.944 1.556 -0.670
C 3.474 0.247 -3.800
C 4.867 0.354 -3.855
H 6.622 1.419 -3.140
H 5.273 3.205 -2.009
H 2.780 3.012 -1.922
H 0.287 -1.501 -3.111
H -0.216 -3.899 -3.225
H -2.149 -4.845 -1.924
H -3.720 -3.270 -0.755
H -3.348 -0.837 -0.883
H -0.639 2.746 -2.880
H -2.111 4.717 -2.764
H -4.210 4.645 -1.376
H -4.765 2.534 -0.109
H -3.069 0.761 0.069
H 2.952 -0.616 -4.229
H 5.444 -0.396 -4.397
C -1.416 -1.036 6.087
C -1.372 -0.972 4.559
C -1.840 -2.331 4.009
C -2.270 0.157 4.033
C -2.233 0.255 2.498
O -3.311 0.519 1.925
C -0.993 -0.010 1.841
C 0.201 -0.379 2.557
O 1.312 -0.480 2.018
C 0.062 -0.659 4.082
H -1.078 -0.101 6.549
H -2.435 -1.240 6.441
H -0.770 -1.845 6.451
H -1.841 -2.340 2.914
H -1.168 -3.123 4.370
H -2.859 -2.545 4.365
H -3.311 0.001 4.349
H -1.953 1.122 4.469
H -0.907 0.120 0.758
H 0.445 0.212 4.646
H 0.723 -1.495 4.353
*
```

## Properties
* LUMO level (spin up / spin down): -0.11863 / -0.20498 hartree
* <S²>: 3.8395
* HOMO (spin up / spin down): -9.598 / -11.252 eV

Here are the Mulliken charges for atoms 1 to 2, given in e: -0.265, 0.397

---

Record 2
Entry from the Open Molecules 2025 dataset: a molecular structure, C32H26GaN6PS (wB97M-V/def2-TZVPD).

```
! wB97M-V def2-TZVPD RIJCOSX def2/J DEFGRID3
* xyz 0 1
Ga 0.242 0.071 0.171
N -4.150 -0.634 -0.605
C -2.828 -0.808 -0.419
N -1.972 0.146 -0.454
C -2.372 1.431 -0.759
N -1.508 2.347 -1.056
N -0.220 1.832 -0.995
C 0.719 2.585 -1.374
C 2.092 2.040 -1.301
C 3.183 2.743 -1.773
C 4.436 2.150 -1.694
C 4.547 0.892 -1.136
C 3.399 0.265 -0.672
N 2.198 0.823 -0.761
C -3.806 1.727 -0.766
C -4.315 3.024 -0.841
C -5.676 3.232 -0.893
C -6.548 2.140 -0.875
C -6.064 0.852 -0.790
C -4.686 0.650 -0.727
H -4.765 -1.428 -0.566
H -2.461 -1.806 -0.197
H 0.523 3.595 -1.723
H 3.047 3.732 -2.191
H 5.312 2.669 -2.062
H 5.504 0.396 -1.046
H 3.446 -0.705 -0.193
H -3.615 3.849 -0.855
H -6.071 4.238 -0.945
H -7.618 2.302 -0.921
H -6.740 0.005 -0.763
N 0.181 -1.701 -0.474
P 1.236 -2.825 -0.389
C 2.319 -2.987 -1.864
C 2.214 -1.991 -2.831
C 2.967 -2.055 -3.999
C 3.825 -3.123 -4.216
C 3.919 -4.136 -3.270
C 3.166 -4.071 -2.106
C 2.346 -2.803 1.046
C 3.716 -3.065 1.016
C 4.471 -2.992 2.180
C 3.861 -2.643 3.378
C 2.505 -2.357 3.411
C 1.745 -2.437 2.253
C 0.434 -4.464 -0.320
C -0.814 -4.603 -0.923
C -1.463 -5.830 -0.927
C -0.868 -6.932 -0.325
C 0.374 -6.802 0.281
C 1.022 -5.573 0.284
H 1.526 -1.172 -2.650
H 2.876 -1.273 -4.743
H 4.410 -3.176 -5.126
H 4.573 -4.981 -3.443
H 3.226 -4.885 -1.395
H 4.209 -3.305 0.084
H 5.533 -3.200 2.149
H 4.453 -2.572 4.283
H 2.036 -2.037 4.332
H 0.699 -2.162 2.275
H -1.257 -3.733 -1.393
H -2.432 -5.931 -1.401
H -1.376 -7.888 -0.321
H 0.835 -7.656 0.761
H 1.978 -5.473 0.786
S 0.274 0.829 2.157
*
```

## Properties
* LUMO level: -0.02349 hartree
* HOMO: -5.958 eV

Here are the Mulliken charges for atoms 1 to 2, given in e: -0.012, 0.048

---

Record 3
Entry from the Open Molecules 2025 dataset: a molecular structure, C32H26N9O8P2SeZr at a distorted geometry (wB97M-V/def2-TZVPD).

```
! wB97M-V def2-TZVPD RIJCOSX def2/J DEFGRID3
* xyz 1 1
Zr 0.109 0.119 0.379
O 0.708 0.382 2.901
P 2.223 0.452 2.227
O 3.265 0.085 3.161
O 1.973 -0.292 0.922
O 2.312 2.024 1.787
P 1.287 2.669 0.719
O 1.716 1.874 -0.679
O 1.435 4.101 0.553
O -0.050 2.014 1.014
H 0.776 0.662 3.825
H 2.303 2.467 -1.163
C -11.434 7.785 -0.142
O -10.547 7.466 -1.195
C -9.499 6.656 -0.966
C -8.713 6.340 -2.084
C -7.593 5.555 -1.961
C -7.210 5.038 -0.714
C -8.020 5.322 0.390
C -9.144 6.114 0.272
C -6.034 4.215 -0.554
N -5.759 3.477 0.505
C -4.601 2.835 0.234
C -4.134 3.199 -1.040
N -5.062 4.078 -1.517
C -2.937 2.693 -1.595
C -2.391 3.093 -2.826
C -1.230 2.505 -3.267
C -0.617 1.535 -2.469
N -1.085 1.162 -1.290
C -2.230 1.717 -0.837
C -2.712 1.317 0.466
N -1.999 0.385 1.142
C -2.367 0.056 2.369
C -3.483 0.611 3.006
C -4.253 1.524 2.324
C -3.878 1.897 1.025
H -12.225 8.378 -0.597
H -10.940 8.374 0.636
H -11.869 6.884 0.297
H -9.016 6.725 -3.043
H -7.028 5.319 -2.852
H -7.744 4.915 1.350
H -9.742 6.315 1.146
H -5.050 4.547 -2.406
H -2.880 3.857 -3.410
H -0.789 2.785 -4.211
H 0.288 1.034 -2.801
H -1.767 -0.699 2.879
H -3.729 0.314 4.013
H -5.137 1.972 2.749
N 2.711 -2.264 -2.105
C 2.465 -1.032 -1.644
N 1.162 -0.870 -1.493
C 0.641 -2.082 -1.877
N 1.571 -2.930 -2.257
C -0.780 -2.361 -1.839
C -1.300 -3.560 -2.345
N -2.574 -3.858 -2.225
C -3.353 -2.973 -1.618
C -2.857 -1.759 -1.156
N -1.565 -1.443 -1.249
H 3.591 -2.729 -2.287
H 3.214 -0.292 -1.439
H -0.658 -4.274 -2.840
H -4.391 -3.258 -1.509
H -3.503 -1.023 -0.692
Se -0.290 -2.345 1.175
C -0.328 -3.225 2.936
C -0.907 -4.489 2.976
C -0.979 -5.176 4.172
C -0.484 -4.603 5.334
C 0.085 -3.342 5.290
C 0.177 -2.651 4.091
H -1.284 -4.905 2.053
H -1.426 -6.159 4.196
H -0.536 -5.145 6.267
H 0.463 -2.885 6.193
H 0.664 -1.686 4.057
*
```

## Properties
* LUMO level: -0.13226 hartree
* HOMO: -9.890 eV

Here are the Mulliken charges for atoms 1 to 2, given in e: -0.692, -0.311

---

Record 4
Entry from the Open Molecules 2025 dataset: a molecular structure, C32H26NO5S at a distorted geometry (wB97M-V/def2-TZVPD).

```
! wB97M-V def2-TZVPD RIJCOSX def2/J DEFGRID3
* xyz -1 1
O 4.451 1.905 2.233
C 4.796 0.712 2.312
O 5.169 -0.086 3.188
C 4.678 -0.029 0.908
C 5.609 -1.240 0.759
C 4.755 -2.387 1.161
C 3.423 -1.954 1.285
C 2.457 -2.838 1.779
C 2.827 -4.173 2.029
C 4.158 -4.594 1.866
C 5.138 -3.687 1.452
N 3.368 -0.594 1.043
C 2.264 0.176 1.048
C 1.012 -0.297 0.783
C -0.182 0.473 0.847
C -1.249 -0.331 1.487
C -1.862 0.115 2.668
C -2.903 -0.609 3.232
C -3.357 -1.776 2.607
C -2.814 -2.200 1.384
C -1.734 -1.500 0.844
H 4.689 0.701 0.098
H 5.925 -1.310 -0.290
H 6.495 -1.124 1.386
H 1.447 -2.491 1.988
H 2.079 -4.902 2.369
H 4.439 -5.631 2.070
H 6.192 -3.964 1.347
H 2.393 1.226 1.283
H 0.903 -1.280 0.326
H -0.166 1.567 0.929
H -1.473 1.018 3.127
H -3.321 -0.307 4.186
H -4.205 -2.333 3.018
H -3.170 -3.108 0.876
H -1.272 -1.833 -0.097
C -5.903 -0.445 0.161
C -5.214 -0.790 -1.008
C -4.149 -0.003 -1.440
C -3.758 1.118 -0.706
S -2.443 2.136 -1.348
C -0.974 1.306 -0.674
C 0.082 1.251 -1.736
O 0.742 0.174 -1.835
C 0.271 2.310 -2.756
C -0.257 3.619 -2.740
C -0.258 4.436 -3.884
C 0.317 3.926 -5.075
C 0.908 2.621 -5.132
C 0.897 1.856 -3.950
O -2.551 1.933 -2.788
O -2.651 3.467 -0.827
C -4.447 1.469 0.455
C -5.516 0.684 0.895
H -6.750 -1.058 0.497
H -5.514 -1.666 -1.598
H -3.636 -0.239 -2.368
H -1.524 0.232 -0.757
H -0.671 4.051 -1.837
H -0.727 5.450 -3.873
H 0.324 4.523 -5.999
H 1.367 2.170 -6.067
H 1.302 0.827 -3.944
H -4.167 2.368 0.997
H -6.060 0.960 1.807
*
```

## Properties
* LUMO level: 0.07045 hartree
* HOMO: -4.042 eV

Here are the Mulliken charges for atoms 1 to 2, given in e: -0.752, 0.642

---

Record 5
Entry from the Open Molecules 2025 dataset: a molecular structure, C32H26O5S2 at a distorted geometry (wB97M-V/def2-TZVPD).

```
! wB97M-V def2-TZVPD RIJCOSX def2/J DEFGRID3
* xyz 0 1
C 4.878 -0.734 3.049
C 3.950 -1.351 2.205
C 3.175 -0.588 1.328
C 3.339 0.800 1.341
O 2.410 1.641 0.709
C 1.111 1.608 1.221
C 0.736 2.561 2.175
C -0.404 2.327 2.932
C -1.222 1.217 2.670
C -2.391 0.924 3.596
C -3.624 0.390 2.909
C -4.808 1.136 2.828
C -5.979 0.510 2.399
C -5.947 -0.806 1.927
C -4.739 -1.507 1.900
C -3.603 -0.940 2.467
C -0.929 0.404 1.573
C 0.254 0.571 0.861
C 4.333 1.424 2.101
C 5.067 0.650 2.996
H 5.464 -1.337 3.745
H 3.813 -2.434 2.223
H 2.433 -1.040 0.668
H 1.376 3.422 2.358
H -0.682 3.006 3.740
H -2.593 1.860 4.116
H -4.785 2.167 3.191
H -6.923 1.058 2.446
H -6.862 -1.293 1.586
H -4.657 -2.512 1.487
H -2.682 -1.524 2.558
H -1.614 -0.385 1.275
H 0.531 -0.121 0.067
H 4.449 2.505 2.021
H 5.791 1.142 3.646
C 0.194 -1.741 11.694
C -0.099 -2.776 10.800
C -0.926 -2.540 9.702
C -1.440 -1.258 9.486
S -2.707 -1.035 8.232
C -2.061 -0.428 6.713
S -3.199 -0.452 5.539
C -4.262 0.959 5.878
C -5.607 0.691 6.162
C -6.451 1.732 6.548
C -5.947 3.026 6.697
C -4.589 3.276 6.488
C -3.734 2.233 6.123
O -2.003 -0.129 4.453
O -3.985 -1.627 5.246
O -3.206 -2.387 8.053
O -3.586 -0.005 8.758
C -1.191 -0.231 10.401
C -0.359 -0.472 11.495
H 0.842 -1.929 12.554
H 0.299 -3.779 10.956
H -1.194 -3.349 9.026
H -1.001 -0.534 6.507
H -5.975 -0.332 6.082
H -7.501 1.514 6.746
H -6.608 3.838 7.000
H -4.177 4.277 6.620
H -2.660 2.407 6.033
H -1.667 0.737 10.260
H -0.159 0.337 12.199
*
```

## Properties
* LUMO level: -0.00407 hartree
* HOMO: -8.247 eV

Here are the Mulliken charges for atoms 1 to 2, given in e: -0.482, -0.493

---

Record 6
Entry from the Open Molecules 2025 dataset: a molecular structure, C32H27Br3IN2O6Ti at a distorted geometry (wB97M-V/def2-TZVPD).

```
! wB97M-V def2-TZVPD RIJCOSX def2/J DEFGRID3
* xyz 1 1
Ti -0.773 0.429 1.575
O -4.355 1.745 3.584
C -3.339 1.024 3.172
O -2.807 1.188 2.089
C -2.955 -0.081 4.130
O -1.625 -0.499 3.941
C -0.668 0.078 4.840
C 0.225 1.082 4.118
O 1.286 1.431 4.535
O -0.352 1.514 2.989
H -4.581 2.405 2.906
H -3.613 -0.925 3.897
H -3.153 0.225 5.158
H -1.167 0.579 5.672
H -0.052 -0.726 5.236
C 0.479 -0.389 -3.660
C 1.354 -1.096 -2.669
C 2.450 -1.866 -3.139
C 3.266 -2.488 -2.248
C 3.012 -2.351 -0.864
C 3.819 -2.932 0.150
Br 5.343 -3.948 -0.302
C 3.515 -2.771 1.468
C 2.391 -2.005 1.831
Br 2.029 -1.817 3.665
C 1.603 -1.403 0.892
O 0.552 -0.641 1.252
C 1.888 -1.579 -0.493
N 1.074 -0.976 -1.395
H 1.022 -0.182 -4.581
H 0.122 0.548 -3.239
H -0.385 -1.007 -3.916
H 2.622 -1.950 -4.203
H 4.107 -3.081 -2.579
H 4.130 -3.211 2.239
C -1.409 3.782 -1.826
C -0.898 4.128 -0.584
C -0.626 3.146 0.360
C -0.856 1.799 0.064
C -1.342 1.463 -1.201
C -1.628 2.448 -2.136
H -1.623 4.551 -2.558
H -0.705 5.164 -0.345
H -0.222 3.437 1.322
H -1.474 0.424 -1.481
H -2.004 2.170 -3.113
C -4.037 -4.298 -1.390
C -3.382 -3.218 -0.587
C -3.842 -1.906 -0.609
C -3.187 -0.934 0.118
N -2.098 -1.192 0.859
C -1.659 -2.462 0.900
C -2.268 -3.484 0.207
H -5.043 -4.016 -1.694
H -4.085 -5.230 -0.828
H -3.453 -4.490 -2.292
H -4.712 -1.634 -1.191
H -3.528 0.092 0.104
H -0.797 -2.653 1.524
H -1.868 -4.486 0.286
Br 2.638 5.237 0.179
C 3.032 3.756 -0.928
C 3.170 3.993 -2.289
C 3.516 2.959 -3.143
C 3.739 1.688 -2.635
C 3.591 1.451 -1.279
C 3.224 2.479 -0.416
I 2.927 2.019 1.589
H 3.016 4.993 -2.670
H 3.625 3.155 -4.201
H 4.038 0.879 -3.290
H 3.767 0.461 -0.879
*
```

## Properties
* LUMO level: -0.11617 hartree
* HOMO: -10.612 eV

Here are the Mulliken charges for atoms 1 to 2, given in e: 0.333, -0.500

---

Calculated total energy values, unit hartree, following the record order: -2655.29454, -4227.95062, -5461.25004, -2064.06268, -2407.40451, -10665.71923.
M values, unit g/mol, following the record order: 542.6, 627.4, 896.7, 536.6, 554.7, 950.1.